(1)
Density functional theory data (ωB97M-V with the def2-TZVPD basis set) for an isolated molecule of C12H14N4O4S at a distorted geometry.

- Kohn-Sham gap: 9.22 eV
- Structure (SMILES): COc1cc(NS(=O)(=O)c2ccc(N)cc2)nc(OC)n1
- HOMO level: -8.60 eV
- Multiplicity: 1

Positions of all 35 atoms, in Å:
C (2.54566, -1.11257, -4.13479)
O (2.38716, -0.03724, -3.22445)
C (2.08659, -0.36454, -1.96840)
C (1.97128, 0.65602, -1.01970)
C (1.69068, 0.24397, 0.27249)
N (1.60927, 1.13675, 1.31742)
S (0.71003, 2.57236, 1.22331)
O (1.07975, 3.26203, 0.02828)
O (0.89943, 3.21144, 2.48804)
C (-0.94554, 1.94106, 1.10454)
C (-1.44213, 1.53271, -0.11974)
C (-2.69972, 0.97112, -0.18976)
C (-3.47183, 0.81113, 0.96819)
N (-4.69294, 0.19819, 0.91130)
C (-2.94757, 1.23277, 2.19744)
C (-1.68836, 1.78767, 2.26129)
N (1.51179, -1.04367, 0.58671)
C (1.62940, -1.91974, -0.39704)
O (1.44195, -3.21062, -0.13698)
C (1.11870, -3.53990, 1.20139)
N (1.91600, -1.64421, -1.66183)
H (1.62290, -1.68791, -4.21606)
H (2.80109, -0.65741, -5.08930)
H (3.34353, -1.77965, -3.80213)
H (2.10733, 1.69065, -1.27243)
H (1.49287, 0.68532, 2.21364)
H (-0.84080, 1.67375, -1.00395)
H (-3.10119, 0.64889, -1.13848)
H (-5.30789, 0.29825, 1.70014)
H (-5.13203, 0.10469, 0.01141)
H (-3.53806, 1.11557, 3.09365)
H (-1.26597, 2.12699, 3.19434)
H (0.18966, -3.05237, 1.50438)
H (1.00353, -4.62233, 1.21772)
H (1.91543, -3.22917, 1.87936)

(2)
Density functional theory data (ωB97M-V with the def2-TZVPD basis set) for a cluster of 6 separate species, C11H27F6N6O8 in total at a distorted geometry.

- Kohn-Sham gap: 7.47 eV
- HOMO level: -5.22 eV
- Total charge: -1
- Multiplicity: 1

Positions of all 58 atoms, in Å:
O (0.54022, -0.29844, -1.07304)
H (-0.20982, 0.23537, -1.38441)
H (1.30884, 0.33153, -0.88352)
H (0.29740, -0.60348, -0.12240)
C (-1.00909, -2.09365, 1.63808)
O (-0.38890, -2.59448, 2.84183)
O (-0.37550, -0.97547, 1.23944)
C (-1.21552, -3.26824, 0.60434)
F (-0.63486, -4.39648, 1.03295)
F (-2.54280, -3.54109, 0.46107)
F (-0.78020, -2.93115, -0.62034)
C (-1.29868, -3.22166, 3.70182)
C (-0.65651, -3.54964, 5.06123)
H (-1.17078, -4.41837, 5.49243)
H (0.40488, -3.79573, 5.06764)
H (-0.79867, -2.86894, 5.90820)
H (-1.49799, -4.22310, 3.30236)
H (-2.26092, -2.75725, 3.93882)
H (-2.00062, -1.75817, 1.97996)
C (3.33806, 1.42536, -0.47367)
O (3.25359, -0.00824, -0.42662)
O (2.08463, 1.88027, -0.39634)
C (4.41880, 1.92350, 0.56458)
F (5.38941, 1.01259, 0.81133)
F (5.06790, 2.96763, 0.00059)
F (3.97980, 2.28284, 1.77504)
C (4.29870, -0.82968, -0.88060)
C (3.73508, -2.16759, -1.34684)
H (2.94512, -2.09494, -2.09657)
H (4.60009, -2.72809, -1.70731)
H (3.22257, -2.74471, -0.56902)
H (5.11410, -1.03533, -0.18892)
H (4.67720, -0.48408, -1.85315)
H (3.74527, 1.71411, -1.45387)
C (-2.80088, 0.56761, -0.46337)
O (-1.85756, 0.61847, -1.25977)
N (-4.09683, 0.69937, -0.82635)
N (-2.51245, 0.43753, 0.86821)
H (-4.92334, 0.80613, -0.28162)
H (-4.02590, 0.52072, -1.82698)
H (-1.52757, 0.19092, 1.02666)
H (-3.22085, 0.39914, 1.57493)
C (-0.69843, 3.81353, 1.26806)
O (-0.09626, 4.87208, 1.34829)
N (-1.63932, 3.45768, 2.20983)
N (-0.59065, 2.90884, 0.24317)
H (-2.22193, 2.65395, 2.09358)
H (-1.61345, 3.96314, 3.07524)
H (0.36867, 2.79371, -0.08776)
H (-1.26145, 2.15285, 0.22340)
C (-1.26635, 1.61854, -5.20687)
O (-0.25527, 1.24988, -5.78873)
N (-1.97315, 2.70842, -5.58364)
N (-1.75553, 1.06371, -4.03197)
H (-1.53954, 3.29994, -6.27055)
H (-2.87622, 2.91110, -5.20585)
H (-1.22648, 0.24054, -3.78497)
H (-1.97004, 1.66700, -3.25802)

(3)
Density functional theory data (ωB97M-V with the def2-TZVPD basis set) for a structure of composition C2H4NO2 at a distorted geometry.

- Kohn-Sham gap (alpha / beta): 7.62 / 9.73 eV
- HOMO level (alpha / beta): -15.84 / -17.51 eV
- Total charge: +1
- Multiplicity: 3

Positions of all 9 atoms, in Å:
C (0.18783, -0.69951, -0.03087)
C (0.83392, 0.74956, 0.01234)
N (-1.03369, 0.04436, -0.10521)
O (-2.76230, -0.41194, 0.00182)
O (-0.53292, 1.22262, 0.03789)
H (0.45017, -1.54279, -0.86799)
H (0.17043, -1.39361, 0.80810)
H (1.19398, 1.06100, 1.05195)
H (1.49257, 0.97031, -0.90803)

(4)
Density functional theory data (ωB97M-V with the def2-TZVPD basis set) for a cluster of 2 separate species, C2H8N4O in total at a distorted geometry.

- Kohn-Sham gap (alpha / beta): 7.72 / 9.43 eV
- HOMO level (alpha / beta): -8.78 / -9.02 eV
- Multiplicity: 1

Positions of all 15 atoms, in Å:
C (1.12306, -0.63430, 1.17378)
C (1.05895, -0.37059, -1.26690)
N (-2.43205, -0.23674, -0.12589)
N (-1.47123, 1.72353, 0.01597)
N (0.87959, 0.19439, 0.06322)
N (-1.39974, 0.38643, -0.15164)
O (-2.55969, -1.42248, -0.01350)
H (0.45948, -1.36350, 1.51934)
H (2.05606, -0.92739, 1.01710)
H (1.19174, 0.17045, 1.92921)
H (2.03148, -0.09134, -1.56718)
H (0.97307, -1.42780, -1.35384)
H (0.34130, 0.07743, -1.93552)
H (-1.66727, 1.89061, 0.94412)
H (-0.58477, 2.03132, -0.24827)

(5)
Density functional theory data (ωB97M-V with the def2-TZVPD basis set) for a structure of composition C34H57CoN4OP2 at a distorted geometry.

- Kohn-Sham gap (alpha / beta): 6.80 / 6.33 eV
- HOMO level (alpha / beta): -8.78 / -10.50 eV
- Total charge: +1
- Multiplicity: 4

Positions of all 99 atoms, in Å:
C (2.44584, -1.20923, -1.62078)
C (1.86262, 0.87431, -2.58283)
C (3.36029, -1.46225, -2.64012)
C (2.59774, 0.52874, -3.75862)
C (3.38102, -0.61346, -3.75547)
H (3.99114, -2.34049, -2.52797)
H (2.53745, 1.20280, -4.61772)
H (4.03115, -0.88086, -4.58928)
N (1.73715, -0.06740, -1.56483)
P (0.47836, -2.29603, 0.09028)
P (0.56376, 2.50983, -0.71444)
C (2.19509, -2.25913, -0.54423)
H (2.42006, -3.24610, -0.95315)
H (2.86122, -2.11911, 0.31728)
C (-0.84794, -0.06856, 0.80704)
O (-1.69929, -0.24448, 1.59898)
C (1.31433, 2.14342, -2.31514)
H (1.41665, 2.87849, -3.10195)
C (-1.26337, 3.28401, -0.72744)
C (1.86190, 3.90200, -0.30657)
C (-0.44931, -3.50055, -1.09429)
C (0.64699, -3.18911, 1.76939)
C (-2.33259, 2.30769, -0.20274)
H (-2.16993, 2.03452, 0.84731)
H (-3.31861, 2.80629, -0.23899)
H (-2.40808, 1.40414, -0.82431)
C (-1.36906, 4.53031, 0.17077)
H (-1.09126, 4.28564, 1.20794)
H (-0.76618, 5.38211, -0.16897)
H (-2.42541, 4.85503, 0.19905)
C (-1.61789, 3.57094, -2.18574)
H (-2.61030, 4.04667, -2.24141)
H (-0.90366, 4.22735, -2.69267)
H (-1.68400, 2.63852, -2.76473)
C (1.67250, 4.40510, 1.12451)
H (1.35412, 3.61446, 1.81353)
H (2.64136, 4.78044, 1.48400)
H (0.94745, 5.22508, 1.18286)
C (3.27726, 3.30961, -0.43009)
H (3.37783, 2.35965, 0.11276)
H (3.56042, 3.14301, -1.47627)
H (4.00015, 4.01604, 0.00286)
C (1.73503, 5.04715, -1.30663)
H (1.96878, 4.73382, -2.33423)
H (0.74771, 5.53124, -1.31546)
H (2.47062, 5.81740, -1.02594)
C (-0.74321, -3.60680, 2.28007)
H (-0.63258, -3.96686, 3.31554)
H (-1.44009, -2.75600, 2.29450)
H (-1.19123, -4.42182, 1.69912)
C (1.24788, -2.20579, 2.77902)
H (2.26525, -1.90562, 2.50207)
H (0.64011, -1.30145, 2.89617)
H (1.30179, -2.70783, 3.75686)
C (1.58530, -4.40209, 1.71360)
H (2.56918, -4.13804, 1.30647)
H (1.72938, -4.75039, 2.74671)
H (1.18077, -5.24254, 1.14361)
C (-0.12039, -3.08964, -2.53527)
H (0.93208, -3.28231, -2.78503)
H (-0.72985, -3.69378, -3.22524)
H (-0.35403, -2.03403, -2.71880)
C (-1.95997, -3.37129, -0.84924)
H (-2.30922, -2.36223, -1.06561)
H (-2.49442, -4.05175, -1.53608)
H (-2.26015, -3.57891, 0.18520)
C (-0.07305, -4.97599, -0.91740)
H (1.00628, -5.14264, -1.00865)
H (-0.44813, -5.39566, 0.02335)
H (-0.56041, -5.53840, -1.72829)
Co (0.53530, 0.36516, -0.08150)
N (-2.66047, -0.70103, -1.97823)
C (-2.76975, -0.62678, -3.15244)
C (-2.75432, -0.27175, -4.60017)
C (-1.78524, 0.89350, -4.72930)
C (-2.31310, -1.44697, -5.47568)
C (-4.16198, 0.15399, -4.98483)
H (-2.23229, 1.77369, -4.25562)
H (-0.82679, 0.65237, -4.23789)
H (-1.58597, 1.16015, -5.77484)
H (-2.87875, -2.35478, -5.22554)
H (-2.51046, -1.23673, -6.54087)
H (-1.23736, -1.66483, -5.37043)
H (-4.18261, 0.48345, -6.03079)
H (-4.85754, -0.68206, -4.86467)
H (-4.50706, 0.99600, -4.36543)
N (3.57978, 1.88432, 5.18146)
C (2.87246, 1.56470, 4.07137)
C (3.50682, 0.99212, 2.94859)
C (2.76396, 0.69468, 1.82007)
N (1.42607, 0.92551, 1.75506)
C (0.79446, 1.46383, 2.83301)
C (1.48385, 1.79786, 3.99104)
H (4.57399, 1.71625, 5.24319)
H (3.13638, 2.28988, 5.99462)
H (4.57329, 0.78251, 2.94708)
H (3.23716, 0.25193, 0.94091)
H (-0.27888, 1.65637, 2.76577)
H (0.94625, 2.23278, 4.83132)

Number 1: E -37656.998 eV. Number 2: E -53473.940 eV. Number 3: E -7706.039 eV. Number 4: E -10204.456 eV. Number 5: E -100389.721 eV.